# 1
This record from the OMol25 dataset describes C3H4N2O3 in the gas phase in a non-equilibrium geometry. The level of theory is ωB97M-V/def2-TZVPD.

The geometry in XYZ format:
```
12
Properties=species:S:1:pos:R:3
O -0.51 -2.25 -1.61
O 0.71 2.50 1.33
O -0.39 -0.60 1.32
N -0.46 1.19 -0.30
N -0.11 0.10 -1.06
C 0.76 1.52 0.47
C -0.24 -1.21 -0.84
C 0.19 -1.46 0.69
H -1.34 1.40 0.19
H 0.05 0.48 -2.12
H 0.84 -2.38 1.08
H 1.80 1.24 0.22
```

**E_HOMO**: -9.57 eV
**Energy above the lowest of the compared OMol25 structures with the same formula, charge and spin**: 112.1 kcal/mol
**Lowest unoccupied orbital energy**: -0.266 eV
**2S+1**: 1
**SMILES string**: O=CNNC(=O)C=O

Atomic partial charges in e from the natural (NBO) method, atoms 1 to 5: number 1, O, carries -0.568; number 2, O, carries -0.575; number 3, O, carries -0.520; number 4, N, carries -0.454; number 5, N, carries -0.473

---

# 2
This record from the OMol25 dataset describes a 16-piece molecular cluster, C114H162N15O18 overall in a non-equilibrium geometry. The level of theory is ωB97M-V/def2-TZVPD.

The geometry in XYZ format:
```
309
Properties=species:S:1:pos:R:3
O 22.05 16.48 28.57
O 22.24 15.59 31.68
O 15.47 20.18 23.32
O 18.67 13.22 23.01
O 22.97 18.04 20.53
O 17.45 12.99 30.84
O 16.79 12.78 24.22
O 16.51 12.58 28.93
O 15.61 16.47 20.98
O 17.78 24.87 33.84
O 17.45 20.87 24.01
O 17.42 17.41 19.99
O 15.62 22.61 32.94
O 14.12 16.75 31.94
O 14.24 14.65 31.06
O 20.86 17.83 21.23
O 16.36 20.95 31.55
O 20.72 17.17 30.23
N 18.26 24.46 32.77
N 23.03 9.25 20.02
N 15.64 18.32 15.18
N 9.09 11.60 26.21
N 18.36 16.36 24.49
N 23.39 15.22 31.48
N 15.90 23.95 21.89
N 22.25 18.43 17.27
N 14.60 13.06 22.02
N 12.30 18.33 29.57
N 23.12 7.10 13.25
N 13.16 21.65 36.51
N 14.95 12.48 27.13
N 17.68 17.29 31.35
N 22.33 21.13 21.75
C 12.57 16.67 27.96
C 20.76 22.78 21.14
C 15.90 17.89 16.46
C 13.12 19.23 36.44
C 18.01 16.49 27.24
C 17.15 17.95 16.97
C 21.24 17.30 29.12
C 16.60 12.35 30.20
C 22.90 10.16 19.00
C 16.99 24.72 21.91
C 14.58 11.85 22.62
C 12.89 20.45 35.54
C 14.55 24.50 21.81
C 23.20 9.62 21.39
C 17.83 19.11 14.91
C 18.86 15.40 25.28
C 18.24 26.28 30.89
C 21.35 20.37 22.25
C 16.61 23.17 37.51
C 17.60 17.63 32.78
C 18.19 18.45 16.12
C 17.94 15.69 29.67
C 16.18 20.65 24.18
C 12.53 12.52 23.70
C 12.52 13.67 22.92
C 15.14 22.85 37.56
C 22.87 8.41 17.37
C 15.40 11.17 26.69
C 15.97 22.63 21.83
C 23.86 17.57 32.18
C 21.34 18.71 18.18
C 20.03 20.83 22.24
C 15.36 18.60 19.92
C 22.95 7.93 19.73
C 13.52 11.58 23.45
C 17.57 25.00 31.48
C 24.47 14.07 29.63
C 14.61 14.84 26.44
C 15.24 12.90 28.45
C 23.73 20.68 21.68
C 12.36 22.82 36.12
C 17.47 17.19 24.98
C 23.53 13.86 30.84
C 20.76 24.70 32.77
C 18.89 23.11 30.44
C 14.94 14.37 28.62
C 25.51 16.22 30.74
C 18.70 15.43 26.67
C 16.54 19.00 14.51
C 15.66 21.17 25.49
C 18.21 24.07 21.84
C 22.01 7.70 13.68
C 16.17 25.35 31.78
C 21.87 8.16 14.97
C 19.97 18.69 17.89
C 17.83 16.02 30.97
C 13.14 19.75 37.90
C 16.16 17.37 20.29
C 7.94 11.29 27.14
C 25.68 14.87 30.03
C 23.35 6.57 11.84
C 22.75 7.52 18.40
C 11.37 12.08 24.59
C 14.65 21.89 36.47
C 22.04 22.29 21.20
C 24.12 12.91 31.84
C 8.98 12.10 24.92
C 10.32 11.29 26.60
C 17.64 18.30 30.49
C 19.52 23.66 32.89
C 17.33 17.31 26.36
C 17.89 16.72 28.69
C 22.91 9.76 17.68
C 24.17 6.92 14.07
C 14.66 15.29 27.77
C 13.56 18.18 30.06
C 18.32 22.69 21.75
C 17.55 23.80 30.54
C 19.59 18.47 16.56
C 15.85 11.34 31.08
C 14.23 18.25 14.75
C 18.92 11.81 24.90
C 11.38 19.18 30.43
C 19.75 22.03 21.66
C 22.16 15.83 21.13
C 24.97 15.40 33.13
C 21.92 18.31 15.98
C 12.57 21.13 37.78
C 18.62 16.46 22.99
C 17.69 18.01 29.11
C 18.08 12.68 23.98
C 22.92 7.94 15.89
C 17.16 21.93 21.80
C 13.60 13.87 22.08
C 13.65 14.85 33.25
C 11.82 17.71 28.49
C 21.02 18.49 28.29
C 24.09 7.36 15.40
C 14.06 21.24 31.80
C 22.20 13.33 30.33
C 20.61 18.32 15.61
C 19.44 22.63 31.78
C 11.51 11.54 25.89
C 10.07 12.27 24.14
C 14.44 17.28 29.43
C 24.48 16.13 31.87
C 15.50 21.66 32.17
C 15.84 13.45 21.29
C 21.96 17.34 20.95
C 13.90 16.59 28.36
C 14.00 15.48 31.94
C 23.75 18.47 17.58
C 19.48 22.96 34.23
C 14.66 13.49 26.17
H 15.05 14.63 29.64
H 15.70 24.62 32.48
H 26.35 14.97 29.17
H 25.56 14.57 32.82
H 12.96 14.05 33.05
H 15.88 11.55 32.11
H 17.61 26.51 30.02
H 14.87 10.99 30.90
H 24.87 13.12 29.30
H 18.93 22.30 29.73
H 8.05 11.79 28.08
H 13.71 14.74 21.44
H 14.65 20.82 25.73
H 15.60 14.38 20.77
H 25.17 12.95 31.92
H 17.06 16.85 33.34
H 14.12 19.71 38.31
H 23.36 17.57 33.20
H 17.99 18.82 28.48
H 12.49 19.16 38.58
H 23.89 18.22 18.62
H 21.61 24.05 32.50
H 14.11 18.79 36.23
H 13.88 18.76 30.90
H 20.96 8.63 15.28
H 14.44 18.42 19.31
H 10.84 17.96 28.15
H 19.28 26.15 30.54
H 15.82 10.72 27.58
H 20.51 25.27 31.91
H 11.86 20.50 35.20
H 18.81 21.77 32.08
H 25.67 16.13 33.53
H 21.86 15.33 20.24
H 19.19 14.67 27.27
H 23.87 14.63 28.92
H 23.53 5.52 12.02
H 16.79 23.04 30.81
H 17.24 20.88 21.76
H 17.05 17.95 24.31
H 17.12 18.57 32.86
H 22.94 11.21 19.20
H 22.70 6.45 18.17
H 14.51 14.25 33.58
H 13.82 20.38 32.42
H 14.88 22.29 35.50
H 24.96 7.10 16.04
H 12.48 11.39 26.35
H 24.72 18.27 32.22
H 18.49 11.88 25.89
H 15.46 17.20 29.78
H 21.61 18.93 19.22
H 24.17 17.70 16.95
H 25.05 6.48 13.59
H 9.95 12.79 23.19
H 6.99 11.51 26.61
H 12.40 18.43 36.32
H 10.95 20.02 29.83
H 23.90 10.44 21.45
H 7.94 12.24 24.65
H 14.52 12.39 29.14
H 20.37 18.09 14.57
H 19.26 18.72 18.73
H 11.50 21.04 37.60
H 16.52 13.57 22.17
H 12.57 23.66 36.82
H 22.90 10.50 16.85
H 14.30 15.36 25.56
H 24.11 19.52 17.36
H 15.04 17.46 16.89
H 11.71 14.38 22.95
H 21.02 18.29 27.25
H 16.12 26.32 32.20
H 18.52 15.49 22.57
H 16.95 23.50 38.48
H 12.80 21.78 38.61
H 21.50 13.22 31.18
H 19.65 16.79 22.81
H 18.15 27.17 31.49
H 14.22 24.98 22.72
H 16.85 24.00 36.83
H 18.57 22.46 34.35
H 26.24 14.33 30.79
H 18.96 10.72 24.53
H 14.20 18.68 13.77
H 14.04 20.95 30.77
H 16.95 25.81 21.98
H 13.58 20.53 34.73
H 16.18 11.38 25.94
H 14.89 22.49 38.56
H 16.20 19.38 13.53
H 17.20 24.13 29.56
H 24.24 15.05 33.83
H 19.63 23.76 34.96
H 14.62 23.86 37.58
H 15.06 22.10 21.98
H 20.88 25.34 33.71
H 14.99 19.02 20.91
H 10.52 18.52 30.77
H 19.22 20.24 22.71
H 16.50 10.49 30.77
H 19.46 14.68 24.72
H 13.32 15.53 33.97
H 24.20 7.03 11.39
H 23.11 7.20 20.51
H 10.32 10.80 27.58
H 12.32 16.08 27.05
H 21.54 19.44 22.65
H 25.26 17.03 30.02
H 21.91 19.10 28.49
H 23.54 8.73 21.92
H 21.73 14.05 29.63
H 23.83 11.97 31.41
H 23.19 17.84 31.34
H 22.24 9.93 21.82
H 20.14 19.09 28.54
H 13.29 22.01 31.86
H 21.27 7.88 12.93
H 16.35 20.93 26.31
H 24.36 21.49 22.00
H 15.68 22.27 25.50
H 22.75 18.06 15.31
H 15.44 11.25 22.53
H 23.94 19.92 22.44
H 15.59 25.45 30.87
H 17.29 17.59 18.05
H 19.94 12.16 24.91
H 20.59 23.78 20.70
H 20.39 22.15 31.65
H 19.53 23.90 29.99
H 22.84 22.92 20.82
H 17.85 17.16 22.59
H 12.66 23.19 35.17
H 11.88 19.55 31.37
H 23.62 13.05 32.73
H 20.32 22.26 34.36
H 24.07 20.29 20.74
H 17.96 14.63 29.47
H 18.62 17.59 33.21
H 11.35 22.47 36.15
H 16.11 12.69 20.64
H 22.44 12.31 29.94
H 15.97 19.38 19.47
H 19.11 24.70 21.88
H 13.87 17.24 14.76
H 14.63 13.18 25.13
H 16.53 17.90 26.75
H 17.40 19.30 30.87
H 23.21 15.67 21.45
H 13.42 10.64 23.98
H 18.10 15.27 31.70
H 7.93 10.22 27.23
H 15.16 20.91 36.58
H 26.48 16.41 31.22
H 22.44 6.67 11.32
H 17.29 22.36 37.26
H 21.50 15.35 21.89
H 14.59 25.24 20.95
H 14.61 10.47 26.29
H 18.49 19.74 14.33
H 13.81 23.77 21.47
H 13.61 18.89 15.42
```

**E_HOMO**: -16.09 eV
**Net charge**: +7
**Lowest unoccupied orbital energy**: -11.754 eV
**2S+1**: 1

Atomic partial charges in e from the Mulliken method, atoms 1 to 5: number 1, O, carries -0.696; number 2, O, carries -0.296; number 3, O, carries -0.765; number 4, O, carries -0.797; number 5, O, carries -0.765

---

# 3
This record from the OMol25 dataset describes a 4-piece molecular cluster, C3H13NO3 overall in a non-equilibrium geometry. The level of theory is ωB97M-V/def2-TZVPD.

The geometry in XYZ format:
```
20
Properties=species:S:1:pos:R:3
O -1.88 -1.97 -2.75
O 1.62 2.78 1.84
O 2.35 2.56 -0.75
N 0.37 -0.39 -0.53
C -1.59 0.08 0.72
C -0.56 -0.78 0.32
C -0.48 -2.19 0.81
H -0.05 -2.85 0.07
H 1.52 1.86 2.10
H 1.30 -0.68 -0.23
H -0.02 -2.28 1.79
H 0.76 3.12 1.55
H 0.40 0.61 -0.73
H -1.73 -2.79 -3.24
H 2.62 2.91 0.10
H 1.91 3.26 -1.24
H -1.56 1.09 0.32
H -1.04 -1.61 -2.46
H -2.43 -0.23 1.32
H -1.52 -2.49 0.99
```

**E_HOMO (alpha / beta)**: -14.39 / -14.39 eV
**Energy above the lowest of the compared OMol25 structures with the same formula, charge and spin**: 21.2 kcal/mol
**Net charge**: +1
**Expectation value of S²**: 0.759
**Lowest unoccupied orbital energy (alpha / beta)**: -4.123 / -7.768 eV
**2S+1**: 2

Atomic partial charges in e from the natural (NBO) method, atoms 1 to 5: number 1, O, carries -0.944; number 2, O, carries -0.937; number 3, O, carries -0.984; number 4, N, carries -0.626; number 5, C, carries -0.132

---

| no. | E_tot (eV) |
| --- | --- |
| 1 | -12294.1323 |
| 2 | -179974.7135 |
| 3 | -10945.8856 |